Density functional theory data (ωB97M-V/def2-TZVPD) for an isolated molecule of C4H6N2.

## Properties
**Energy relative to the best compared isomer or geometry (same formula, charge and spin)**: 206.4 kcal per mole
**HOMO level (spin up / spin down)**: -8.36 / -8.36 eV
**Orbital gap (spin up / spin down)**: 8.39 / 8.39 eV

Geometry as ORCA input:
```
! wB97M-V def2-TZVPD RIJCOSX def2/J DEFGRID3
* xyz 0 1
C -1.171 -0.823 -0.667
C -1.839 1.300 0.188
C 1.168 -0.354 -0.204
C -0.157 -0.776 0.430
N 0.578 0.983 -0.568
N -0.730 0.591 -0.026
H -2.147 -1.017 -0.231
H -1.680 2.297 -0.360
H 2.017 -0.516 0.433
H 1.277 -0.912 -1.093
H -0.237 -1.032 1.414
H 0.987 1.592 0.126
*
```

Density functional theory data (ωB97M-V/def2-TZVPD) for an isolated molecule of C4H6N2.

## Properties
**Energy relative to the best compared isomer or geometry (same formula, charge and spin)**: 143.8 kcal per mole
**HOMO level (spin up / spin down)**: -8.52 / -8.13 eV
**Orbital gap (spin up / spin down)**: 8.25 / 7.75 eV

Geometry as ORCA input:
```
! wB97M-V def2-TZVPD RIJCOSX def2/J DEFGRID3
* xyz 0 1
C -1.154 0.712 0.754
C 0.011 -0.124 0.320
C 1.252 0.290 -0.366
N 1.319 0.037 1.024
C -0.307 -1.197 -0.554
N -0.467 -1.234 -1.782
H -1.878 0.784 -0.064
H -0.775 1.701 1.009
H -1.649 0.275 1.625
H 1.813 -0.425 -0.974
H -0.017 -0.325 -2.099
H 1.796 -0.833 1.260
*
```

Density functional theory data (ωB97M-V/def2-TZVPD) for a cluster of 2 separate species, C4H6N2 in total.

## Properties
**Energy relative to the best compared isomer or geometry (same formula, charge and spin)**: 78.8 kcal per mole
**HOMO level**: -9.29 eV
**Orbital gap**: 9.21 eV

Geometry as ORCA input:
```
! wB97M-V def2-TZVPD RIJCOSX def2/J DEFGRID3
* xyz 0 1
N -1.739 -0.228 0.970
C -1.495 0.526 -0.073
C 0.951 -0.784 -1.245
C 1.687 -0.422 -0.200
C -0.768 1.720 0.269
N -0.209 2.731 0.404
H -1.435 -0.046 1.924
H -2.245 -1.093 0.833
H 0.761 -0.107 -2.074
H 0.494 -1.768 -1.312
H 1.871 -1.098 0.633
H 2.127 0.569 -0.129
*
```

Density functional theory data (ωB97M-V/def2-TZVPD) for an isolated molecule of C4H6N2.

## Properties
**Energy relative to the best compared isomer or geometry (same formula, charge and spin)**: 13.0 kcal per mole
**SMILES**: Cc1cn[nH]c1
**HOMO level**: -9.06 eV
**Orbital gap**: 10.10 eV

Geometry as ORCA input:
```
! wB97M-V def2-TZVPD RIJCOSX def2/J DEFGRID3
* xyz 0 1
C -1.722 -0.333 0.034
C -0.267 0.033 0.024
C 0.357 1.277 0.290
N 1.678 1.209 0.189
N 1.918 -0.067 -0.139
C 0.789 -0.805 -0.250
H -2.316 0.349 -0.583
H -1.864 -1.344 -0.363
H -2.142 -0.314 1.046
H -0.108 2.223 0.547
H 2.867 -0.375 -0.279
H 0.810 -1.853 -0.516
*
```

Density functional theory data (ωB97M-V/def2-TZVPD) for an isolated molecule of C4H6N2.

## Properties
**Energy relative to the best compared isomer or geometry (same formula, charge and spin)**: 72.9 kcal per mole
**SMILES**: C1=N[C@@H]2C[C@@H]2N1
**HOMO level**: -8.45 eV
**Orbital gap**: 9.48 eV

Geometry as ORCA input:
```
! wB97M-V def2-TZVPD RIJCOSX def2/J DEFGRID3
* xyz 0 1
C -1.430 -0.033 0.201
N -0.885 -1.161 0.033
C 0.524 -0.898 -0.246
C 1.394 0.111 0.654
C 0.704 0.562 -0.530
N -0.542 1.112 -0.188
H -2.317 0.455 0.695
H 1.099 -1.507 -0.938
H 1.143 0.674 1.522
H 2.434 -0.334 0.682
H 1.378 0.603 -1.414
H -0.907 2.000 0.061
*
```

Density functional theory data (ωB97M-V/def2-TZVPD) for a structure of composition C4H6N2.

## Properties
**Energy relative to the best compared isomer or geometry (same formula, charge and spin)**: 104.7 kcal per mole
**HOMO level**: -8.41 eV
**Orbital gap**: 9.09 eV

Geometry as ORCA input:
```
! wB97M-V def2-TZVPD RIJCOSX def2/J DEFGRID3
* xyz 0 1
C -1.200 -0.642 0.187
C -0.371 0.641 -0.969
C 0.349 -0.540 -0.621
N 1.434 -0.214 0.192
N 1.363 1.080 0.557
C 0.330 1.576 -0.074
H -1.868 0.186 0.407
H -1.754 -1.379 -0.389
H -0.844 -1.050 1.137
H 0.407 -1.465 -1.186
H 2.046 -0.824 0.712
H 0.106 2.631 0.047
*
```

no.,strongest force on any atom (eV/A)
1,3.7
2,1.8
3,1.1
4,0.2
5,4.3
6,0.4